Entry 1:
A 16-piece molecular cluster, C27H64F5N20O33S overall in a non-equilibrium geometry, computed with ωB97M-V/def2-TZVPD.

```
! RIJCOSX wB97M-V def2-TZVPD def2/J DEFGRID3
* xyz 1 1
C 2.2370 0.7513 -1.7516
N 2.1105 -0.5017 -0.8629
C 3.3649 -0.9296 -0.1387
C 3.7024 -0.0173 1.2153
C 2.3814 0.3790 2.0959
C 2.4461 1.9277 2.7243
F 1.7806 1.8293 4.0725
F 3.8256 2.4542 2.8404
C 1.5738 3.0160 1.8627
F 1.4590 4.2450 2.7294
F 0.1806 2.5940 1.5601
F 2.2327 3.4782 0.6046
C 0.8798 -1.1018 -0.8197
N -0.2228 -0.4945 -1.6603
C -1.3636 -1.4166 -1.2901
C -2.8388 -1.1169 -1.9390
C -3.3882 0.3907 -1.5014
C -2.8891 0.8739 -0.0163
C -3.3840 -0.0974 1.2222
O -4.5477 -0.9373 0.7904
N -0.8649 -2.4585 -0.3117
S -2.0312 -3.6370 0.2459
N 0.5046 -2.3079 0.0062
O 1.1773 -3.0763 0.8771
N 1.2671 -4.3597 0.4021
O 2.1167 -4.3611 -0.5078
H 1.6483 1.6386 -1.2152
H 1.8847 0.5673 -2.8539
H 3.3759 1.1059 -1.7610
H 3.4469 -2.0833 0.0769
H 4.2676 -0.6896 -0.8834
H 4.5449 -0.5276 1.8901
H 4.2061 0.9763 0.7852
H 1.3599 0.3205 1.5293
H 2.2943 -0.3291 3.0448
H -3.6064 -1.9506 -1.6340
H -2.7020 -1.1298 -3.1157
H -2.9894 1.2134 -2.2684
H -4.5773 0.4343 -1.4937
H -1.7180 1.0791 0.0193
H -3.4025 1.9325 0.1816
H -2.5156 -0.7599 1.6766
H -3.7701 0.5835 2.0998
H -5.3281 -0.6437 1.3739
H -2.1189 -3.4512 1.6594
C 2.0015 -6.4733 2.4485
N 2.6137 -7.0076 3.6948
O 1.8713 -7.1534 4.6729
O 3.8225 -7.2657 3.6560
H 0.9392 -6.2923 2.6262
H 2.5154 -5.5419 2.2020
H 2.1395 -7.2224 1.6662
C -1.7696 5.9380 2.5169
N -2.8126 5.2126 1.7426
O -2.9580 4.0077 1.9795
O -3.4561 5.8733 0.9189
H -1.2855 5.2371 3.2003
H -1.0485 6.3400 1.8021
H -2.2666 6.7365 3.0716
C 6.2816 -4.6721 -0.2140
N 6.7113 -3.3137 0.2147
O 5.8264 -2.4658 0.3798
O 7.9248 -3.1368 0.3733
H 5.1941 -4.6835 -0.3138
H 6.7591 -4.8813 -1.1734
H 6.6058 -5.3777 0.5536
C -5.2455 -4.9555 -1.7264
N -4.5212 -4.7300 -3.0064
O -3.7116 -3.7960 -3.0418
O -4.7858 -5.4971 -3.9394
H -4.9155 -4.2116 -0.9980
H -6.3133 -4.8496 -1.9290
H -5.0040 -5.9638 -1.3843
C -3.5306 -6.3967 -6.6527
N -2.8063 -6.1713 -7.9326
O -1.9967 -5.2373 -7.9680
O -3.0710 -6.9384 -8.8657
H -3.2006 -5.6529 -5.9243
H -4.5984 -6.2909 -6.8552
H -3.2891 -7.4051 -6.3106
C -6.1036 -9.4527 -2.3714
N -5.6738 -8.0943 -1.9427
O -6.5587 -7.2465 -1.7776
O -4.4603 -7.9175 -1.7841
H -7.1911 -9.4641 -2.4712
H -5.6260 -9.6619 -3.3308
H -5.7793 -10.1584 -1.6038
C -1.6614 9.5799 0.3062
N -1.0492 9.0455 1.5525
O -1.7916 8.8997 2.5306
O 0.1595 8.7874 1.5138
H -2.7237 9.7608 0.4839
H -1.1475 10.5112 0.0597
H -1.5234 8.8308 -0.4761
C 9.9581 -6.0162 2.8551
N 8.7098 -5.8409 2.0648
O 8.8078 -5.8913 0.8331
O 7.6667 -5.6576 2.7032
H 10.7931 -6.1679 2.1677
H 10.1045 -5.1093 3.4454
H 9.8225 -6.8898 3.4959
C -1.2528 7.7896 -4.0101
N -1.5711 9.0469 -3.2810
O -2.7653 9.2993 -3.0826
O -0.6132 9.7449 -2.9285
H -2.1858 7.2787 -4.2574
H -0.7106 8.0631 -4.9176
H -0.6385 7.1729 -3.3508
C -2.1528 9.4285 5.4538
N -2.4711 10.6857 6.1829
O -3.6653 10.9382 6.3813
O -1.5132 11.3837 6.5354
H -3.0858 8.9176 5.2065
H -1.6106 9.7020 4.5463
H -1.5385 8.8118 6.1131
C 8.1736 -1.4387 3.4528
N 9.6193 -1.6168 3.7561
O 9.9637 -2.6923 4.2597
O 10.3675 -0.6718 3.4801
H 7.6371 -2.3438 3.7457
H 7.8203 -0.5787 4.0254
H 8.0811 -1.2661 2.3786
C -3.6528 -2.3533 -7.5447
N -3.9711 -1.0960 -6.8156
O -5.1653 -0.8435 -6.6172
O -3.0132 -0.3980 -6.4631
H -4.5858 -2.8642 -7.7920
H -3.1106 -2.0798 -8.4522
H -3.0385 -2.9700 -6.8854
C -1.1419 -10.7313 -1.0576
N -2.3902 -10.5561 -1.8479
O -2.2922 -10.6065 -3.0796
O -3.4333 -10.3728 -1.2096
H -0.3069 -10.8831 -1.7450
H -0.9955 -9.8244 -0.4673
H -1.2775 -11.6050 -0.4168
C -3.8685 8.9243 9.2815
N -3.0075 7.7617 8.9341
O -2.1427 7.4326 9.7544
O -3.2241 7.2123 7.8476
H -3.5680 9.3068 10.2593
H -3.7246 9.6833 8.5097
H -4.9021 8.5733 9.3057
C 2.9675 10.2622 -4.3002
N 1.9244 9.5368 -5.0744
O 1.7791 8.3319 -4.8375
O 1.2809 10.1975 -5.8981
H 3.4516 9.5613 -3.6168
H 3.6885 10.6642 -5.0149
H 2.4705 11.0607 -3.7455
*
```

## Properties
E_LUMO in eV: -5.3

***

Entry 2:
A 5-piece molecular cluster, C27H65NO12P overall, computed with ωB97M-V/def2-TZVPD.

```
! RIJCOSX wB97M-V def2-TZVPD def2/J DEFGRID3
* xyz 1 1
C 0.9426 0.2836 4.8585
C 0.3548 -0.6386 3.7775
C -1.1885 -0.6868 3.7477
C -1.8342 -0.4882 2.3630
C -2.4759 0.9057 2.1458
P -1.5396 2.0994 1.1602
C 0.0636 1.4608 0.5930
O 0.6289 2.4014 -0.2641
C 1.9840 2.0607 -0.6086
C 2.4577 2.8963 -1.7859
O 3.1415 4.0828 -1.4745
C 2.5567 4.8882 -0.4703
C 3.1835 6.2640 -0.5638
C -1.3822 3.6599 2.1076
O -0.5068 4.5650 1.4965
N 0.8002 4.5879 2.2756
O 0.9836 5.6301 2.6978
H 1.2984 1.2291 4.4395
H 1.7947 -0.1694 5.3618
H 0.2029 0.5311 5.6211
H 0.7461 -0.3522 2.7982
H 0.7207 -1.6501 3.9524
H -1.6043 0.0339 4.4570
H -1.5048 -1.6631 4.1147
H -2.6511 -1.2005 2.2470
H -1.1124 -0.7461 1.5864
H -2.6480 1.3804 3.1153
H -3.4471 0.7914 1.6625
H -2.3069 2.3883 0.0309
H -0.1272 0.5001 0.0936
H 0.6755 1.2895 1.4909
H 2.6266 2.1803 0.2704
H 2.0090 1.0038 -0.8999
H 3.1632 2.2816 -2.3476
H 1.6068 3.0932 -2.4528
H 2.7659 4.4686 0.5246
H 1.4656 4.9476 -0.5808
H 2.7592 6.9486 0.1700
H 3.0353 6.6593 -1.5684
H 4.2606 6.1770 -0.4172
H -2.3730 4.1180 2.1722
H -1.0757 3.3954 3.1280
C -5.2976 -5.3619 -0.6713
O -6.2086 -4.2854 -0.8185
C -6.6915 -3.7667 0.4050
C -5.9793 -2.4849 0.7774
O -4.6011 -2.7043 1.0540
C -3.7472 -2.3933 -0.0274
H -4.8446 -5.5391 -1.6440
H -4.5078 -5.1319 0.0474
H -5.8165 -6.2721 -0.3541
H -6.5860 -4.5013 1.2097
H -7.7570 -3.5525 0.2789
H -6.4320 -2.0684 1.6817
H -6.0938 -1.7539 -0.0309
H -3.6761 -1.3037 -0.1600
H -4.0805 -2.8367 -0.9671
H -2.7613 -2.7883 0.2193
C 6.1039 3.8581 1.2164
O 7.4555 3.4706 1.3263
C 8.3589 4.4044 0.7519
C 9.0038 5.2860 1.7975
O 8.0558 6.1246 2.4370
C 7.6683 5.6701 3.7191
H 5.5223 3.1887 1.8515
H 5.9488 4.8878 1.5516
H 5.7489 3.7609 0.1825
H 7.8445 5.0244 0.0101
H 9.1367 3.8346 0.2364
H 9.7394 5.9306 1.3081
H 9.5305 4.6704 2.5336
H 8.4745 5.8141 4.4458
H 7.3864 4.6138 3.7048
H 6.8104 6.2657 4.0276
C 0.6311 -7.9595 -1.9721
O -0.2893 -8.2742 -2.9987
C -1.5139 -8.8067 -2.5246
C -2.6148 -7.7703 -2.5267
O -2.3575 -6.7181 -1.6063
C -1.8582 -5.5471 -2.2187
H 1.4392 -7.3885 -2.4265
H 0.1672 -7.3610 -1.1833
H 1.0504 -8.8692 -1.5297
H -1.3898 -9.2190 -1.5180
H -1.8006 -9.6240 -3.1924
H -3.5524 -8.2477 -2.2270
H -2.7475 -7.3693 -3.5367
H -2.6457 -5.0289 -2.7801
H -1.0270 -5.7670 -2.8931
H -1.5067 -4.8904 -1.4226
C -4.1476 -0.1157 -3.4152
O -2.9353 -0.6992 -2.9652
C -1.9650 -0.8574 -3.9923
C -0.8912 0.2057 -3.9176
O -1.3791 1.5112 -4.1823
C -1.6730 2.2372 -3.0112
H -4.7349 0.1353 -2.5325
H -3.9668 0.7915 -3.9969
H -4.7181 -0.8233 -4.0235
H -2.4396 -0.8478 -4.9775
H -1.4966 -1.8361 -3.8519
H -0.1190 -0.0069 -4.6611
H -0.4219 0.1726 -2.9249
H -0.7487 2.4951 -2.4805
H -2.3184 1.6554 -2.3420
H -2.1867 3.1541 -3.2951
*
```

## Properties
Relative energy (zero: lowest compared OMol25 entry of this formula, charge and spin) in eV: 0.000
E_LUMO in eV: -3.8

***

Entry 3:
C27H66LiN3O19P as an isolated structure in a non-equilibrium geometry, computed with ωB97M-V/def2-TZVPD.

```
! RIJCOSX wB97M-V def2-TZVPD def2/J DEFGRID3
* xyz 1 1
C 25.9730 43.3540 33.8140
N 26.6230 44.7120 33.5280
C 27.9860 44.4220 33.4230
C 25.9790 45.2630 32.3210
C 26.3240 45.7150 34.6380
C 24.7530 46.0680 34.9920
O 24.7940 47.0810 35.9340
H 25.9330 43.0470 34.8500
H 26.0750 42.4800 33.1740
H 24.9670 43.1800 33.4140
H 28.7270 45.4550 33.1530
H 28.0010 43.7490 32.5660
H 28.3340 44.1350 34.4920
H 24.9930 45.4760 32.5410
H 26.0750 44.4950 31.5460
H 26.1620 46.2910 31.9570
H 26.9530 46.5450 34.3700
H 26.8280 45.5930 35.4900
H 24.2090 45.3830 35.3390
H 24.1290 46.4270 34.0550
H 24.8350 46.5320 36.6710
C 29.5580 39.8980 39.2800
N 28.8430 40.7500 38.3990
C 27.3280 40.5850 38.6600
C 29.2000 42.2340 38.8200
C 29.3260 40.5860 37.0280
C 28.6680 41.5270 35.9920
O 28.9240 40.9750 34.5650
H 30.6760 40.2220 39.1250
H 29.5410 38.8950 38.9680
H 29.4700 39.8790 40.4380
H 26.9990 41.1350 39.6440
H 27.1250 39.5520 38.7230
H 26.6030 40.9310 37.8900
H 28.9510 42.3210 39.8310
H 28.4140 42.6590 38.1750
H 30.1840 42.1910 38.6640
H 29.1800 39.7030 36.6990
H 30.3380 40.4870 36.9950
H 29.1870 42.5380 35.9470
H 27.6250 41.6220 35.8750
H 29.3950 41.6910 34.1700
C 30.3910 46.0440 36.4790
N 29.9780 46.6610 37.7850
C 31.1760 47.6040 38.2550
C 28.6710 47.3290 37.4320
C 29.7430 45.5340 38.8340
C 29.2630 45.9930 40.0750
O 28.6930 44.9850 40.8590
H 29.7970 45.4050 36.0240
H 31.2340 45.5110 36.3870
H 30.4480 46.7910 35.7680
H 31.1820 47.9040 39.3220
H 31.5280 48.4680 37.6300
H 32.0080 46.8840 38.0450
H 28.8870 48.1320 36.7820
H 28.3980 47.8380 38.1490
H 28.0370 46.6240 37.0720
H 30.5150 44.7710 38.7580
H 28.7800 45.0770 38.3630
H 28.3810 46.6680 40.1250
H 30.0270 46.5560 40.7580
H 27.8030 44.9820 40.6050
Li 25.6620 43.7140 40.8950
P 25.8020 44.5160 38.5140
O 24.6450 44.1010 39.3360
O 26.8140 44.4480 39.6570
O 25.6220 45.8380 38.0680
O 26.1840 43.5010 37.5290
C 22.6150 37.2870 40.1010
O 22.1600 38.5300 39.6260
C 23.0680 39.3830 39.1350
O 24.2970 39.1570 39.2220
O 22.4670 40.5930 38.9770
C 23.2400 41.6560 38.6820
H 23.2090 37.3470 40.9760
H 22.9900 36.6240 39.3510
H 21.6970 36.6360 40.3400
H 22.7300 42.5910 39.2320
H 23.1370 42.1150 37.7400
H 24.1600 41.8080 38.7410
C 25.5840 44.3210 45.8010
O 24.9360 45.2430 44.9530
C 25.3540 45.3980 43.6060
O 26.1920 44.6960 43.0730
O 24.6790 46.3520 43.0200
C 24.8730 46.4590 41.6350
H 26.2300 44.8200 46.4790
H 26.2640 43.6690 45.2810
H 24.8620 43.8190 46.6250
H 25.8090 46.2930 41.2590
H 24.9290 47.4680 41.1920
H 23.9780 45.8740 41.3100
C 25.6160 52.7460 41.1020
O 25.1490 52.1750 39.8850
C 25.0580 50.8120 39.8210
O 25.2020 50.0940 40.8200
O 24.9200 50.3940 38.7170
C 24.9490 49.1060 38.3320
H 26.6430 52.5750 41.1690
H 24.9820 52.4580 42.0850
H 25.3870 53.7420 41.0890
H 25.1110 48.2070 39.1340
H 25.4950 48.9580 37.5580
H 24.0360 48.9480 37.8270
C 22.2920 45.9020 38.3240
O 21.0050 46.0400 37.8480
C 20.0480 46.5830 38.6200
O 20.3220 47.1230 39.6820
O 18.8410 46.5600 38.2550
C 17.8160 47.2030 38.8630
H 22.9070 45.2540 37.7430
H 22.3070 45.5570 39.3540
H 22.5970 47.0620 38.2480
H 17.7210 48.1480 38.8240
H 17.9270 46.9130 39.9740
H 16.9040 46.8400 38.5620
*
```

## Properties
Relative energy (zero: lowest compared OMol25 entry of this formula, charge and spin) in eV: 6.867
E_LUMO in eV: -2.8

***

It is found that the highest occupied orbital energy values, taken in the order of the records, are -12.24, -10.77, -8.64 eV.
It is found that the energy values, taken in the order of the records, are -5540.51478, -2366.14590, -3010.26713 Eh.